The following is a quantum chemistry calculation of the ion C4H11N5O with charge +2 in a non-equilibrium geometry, from the Open Molecules 2025 dataset.

- SMILES: N/C(=C\[NH3+])NC(=O)NC=[NH2+]
- Energy relative to the best compared isomer or geometry (same formula, charge and spin): 132.8 kJ/mol

Structure (ORCA input):
```
! wB97M-V def2-TZVPD RIJCOSX def2/J DEFGRID3
* xyz 2 1
O -2.30915 -2.22622 -0.50384
N -0.46481 -1.38049 0.48653
N -2.24607 1.40344 -0.24189
N 1.22852 -0.95452 1.93248
N -1.20816 -0.30988 -1.41491
N 2.41415 1.10677 0.12190
C 1.25942 0.22810 -0.20386
C -1.55481 0.95735 -1.28966
C 0.77391 -0.70022 0.65000
C -1.43448 -1.45330 -0.45333
H -0.63030 -2.10515 1.14497
H -2.46711 0.81421 0.60440
H -0.71160 -0.62283 -2.32271
H 2.24962 1.98018 -0.42262
H 2.41280 1.55916 1.12864
H -2.89756 2.17370 -0.32113
H 0.64818 -1.41816 2.69831
H 1.01608 -0.07746 -1.28311
H -1.53614 1.56616 -2.17158
H 3.31462 0.73607 -0.16183
H 2.14290 -1.27690 2.02324
*
```



The following is a quantum chemistry calculation of a structure of composition C4H11NNa, from the Open Molecules 2025 dataset.

- Electronic energy: -10226.8725 eV

Structure (ORCA input):
```
! wB97M-V def2-TZVPD RIJCOSX def2/J DEFGRID3
* xyz 1 1
Na 4.46696 2.04218 2.72679
N 1.34372 3.28015 1.93174
C 1.49032 4.41774 1.03449
C 0.49681 0.93990 2.06711
C 0.71845 3.72380 3.17180
C 0.54772 2.24193 1.27785
H 1.98732 4.09103 0.10558
H 1.02080 2.04641 0.29631
H 0.01692 0.15794 1.45486
H 0.67230 2.89285 3.89568
H -0.48061 2.60584 1.08931
H 1.52100 0.61376 2.31469
H 0.51835 4.86910 0.77344
H -0.30440 4.10037 3.00279
H -0.07313 1.05174 3.00480
H 1.32497 4.53596 3.60670
H 2.11695 5.18651 1.51712
*
```



The following is a quantum chemistry calculation of a cluster of 3 separate species, C4H11NO in total in a non-equilibrium geometry, from the Open Molecules 2025 dataset.

- Energy relative to the best compared isomer or geometry (same formula, charge and spin): 550.9 kJ/mol

Structure (ORCA input):
```
! wB97M-V def2-TZVPD RIJCOSX def2/J DEFGRID3
* xyz 0 1
O -2.16430 -1.89782 -0.97637
N -1.39964 0.82203 -0.29646
C 2.90011 0.71074 0.11768
C 0.59763 0.25040 0.81233
C 1.40716 0.94918 -0.06320
C -0.77405 0.03469 0.65413
H 3.34591 0.33756 -0.82029
H -1.53860 -2.09661 -0.06909
H 3.49439 1.58844 0.29928
H -2.40513 0.80097 -0.26363
H 3.05126 -0.04766 0.91944
H -2.32935 -2.85459 -0.99218
H -1.38841 -0.35828 1.44684
H -0.77008 -2.46131 1.13947
H -1.03432 0.63295 -1.23332
H 1.06426 -0.49277 1.46676
H 1.12079 1.73013 -0.77691
*
```